{
  "formula": "C4H6N2O",
  "method": "ωB97M-V with the def2-TZVPD basis set",
  "elements": ["C", "C", "C", "C", "O", "N", "N", "H", "H", "H", "H", "H", "H"],
  "positions_angstrom": [[-2.54, 0.03, 0.40], [-1.12, -0.04, -0.08], [1.98, -0.81, -1.39], [1.58, -0.01, -0.38], [3.15, -0.04, -0.63], [1.09, 0.57, 0.62], [-0.29, 0.49, 0.78], [-2.70, 0.52, 1.38], [-2.95, -0.98, 0.45], [-3.14, 0.56, -0.34], [1.96, -0.52, -2.44], [3.57, -0.72, -0.08], [-0.56, 0.93, 1.66]],
  "largest_force_ev_per_a": 0.6,
  "molar_mass_g_mol": 98.1,
  "homo_ev": -8.403,
  "e_lumo_ev": 0.63,
  "e_tot_ev": -9265.7414,
  "e_above_lowest_kcal_mol": 179.0
}